[1]
66
Properties=species:S:1:pos:R:3:forces:R:3 method="wB97M-V/def2-TZVPD" e_tot_ha=-2388.3282 mol_weight_g_mol=681.98 spin_multiplicity=1 de_lowest_ev=0.0348
Ir -1.075672 -0.316113 0.396096 0.0044 0.0443 0.0978
C -2.026515 0.634952 3.599779 0.0057 -0.0013 0.0067
Si -0.573646 -0.073710 2.644230 0.0135 -0.0166 -0.0087
C 0.880167 1.092370 3.003085 -0.0015 -0.0037 0.0210
C -0.109489 -1.756072 3.366923 -0.0208 -0.0105 -0.0145
C 0.606904 -1.964598 4.545766 -0.0055 0.0086 0.0079
C 0.877067 -3.249782 4.993551 0.0077 0.0038 0.0029
C 0.427734 -4.346803 4.269077 -0.0012 -0.0049 -0.0037
C -0.292675 -4.154081 3.099356 -0.0062 -0.0030 0.0026
C -0.565294 -2.865898 2.638155 0.0148 0.0280 0.0059
Si -1.563472 -2.455430 1.098931 -0.0086 -0.0230 -0.1012
C -3.396093 -2.593939 1.475548 -0.0002 -0.0048 -0.0018
C -1.166795 -3.703727 -0.258475 0.0056 -0.0129 0.0213
H -1.774523 0.735443 4.659356 -0.0042 0.0035 0.0006
H -2.906314 -0.003802 3.515011 -0.0001 -0.0061 -0.0023
H -2.305308 1.616021 3.209615 0.0012 0.0025 0.0050
H 1.032544 1.114554 4.086201 0.0044 0.0156 -0.0008
H 0.676704 2.124814 2.701859 0.0021 0.0028 -0.0010
H 1.817188 0.759394 2.550891 -0.0072 -0.0033 -0.0143
H 0.965535 -1.119493 5.124833 0.0024 -0.0008 -0.0028
H 1.441000 -3.399959 5.906233 -0.0012 0.0022 0.0002
H 0.642414 -5.349758 4.617346 -0.0015 -0.0004 -0.0014
H -0.638877 -5.019252 2.542846 0.0024 -0.0006 -0.0023
H -3.629436 -3.604212 1.824342 -0.0023 0.0024 -0.0023
H -3.999276 -2.385326 0.589360 -0.0031 -0.0012 -0.0009
H -3.695624 -1.885040 2.247826 0.0029 0.0038 0.0013
H -1.422806 -4.714524 0.073122 -0.0027 0.0032 0.0036
H -0.107307 -3.692937 -0.520121 -0.0008 -0.0016 -0.0045
H -1.744877 -3.503424 -1.164194 -0.0017 0.0021 0.0017
C 3.709590 1.877133 -3.406310 0.0004 -0.0036 0.0111
C 3.783433 1.179060 -2.058491 -0.0170 0.0163 -0.0171
N 2.616922 0.337439 -1.794614 -0.0039 0.0334 -0.0005
C 1.767472 0.428519 -0.758611 0.0305 -0.0609 -0.0153
S 1.069758 -1.016741 -0.159455 -0.0692 0.0462 -0.0270
N 1.469583 1.603954 -0.204346 0.0591 0.0207 0.0422
C 1.526297 2.935092 -0.804385 -0.0016 0.0120 -0.0375
C 0.543095 3.842604 -0.085763 0.0130 -0.0043 0.0045
H 4.626907 2.435019 -3.596246 -0.0013 0.0022 0.0066
H 2.866722 2.567466 -3.442495 -0.0017 0.0018 -0.0156
H 3.588558 1.144126 -4.206101 0.0068 0.0030 0.0099
H 3.887000 1.892004 -1.245184 -0.0093 0.0096 0.0162
H 4.666099 0.537869 -2.016960 -0.0006 -0.0102 -0.0010
H 2.623159 -0.579091 -2.216139 0.0040 -0.0096 0.0070
H 0.932466 1.519034 0.649852 -0.0134 -0.0085 -0.0073
H 1.279449 2.849282 -1.864089 -0.0082 0.0042 -0.0053
H 2.528498 3.361063 -0.726470 0.0120 -0.0161 -0.0047
H -0.464102 3.425038 -0.102926 -0.0130 0.0015 -0.0004
H 0.518155 4.821524 -0.562393 -0.0040 0.0000 -0.0013
H 0.839007 3.982647 0.954972 -0.0074 -0.0003 0.0033
O -3.904547 2.179366 -0.619743 -0.0188 -0.0280 -0.0069
C -3.134763 1.249271 -0.506833 0.0235 0.0857 -0.0040
O -2.965492 0.500186 0.542941 0.0130 -0.0014 0.0488
C -2.185515 0.901638 -1.649683 -0.0186 -0.1071 0.0055
C -2.001176 -0.428684 -2.037746 0.1136 0.0239 -0.0318
C -1.123392 -0.775703 -3.081063 -0.0663 -0.0437 0.0296
C -0.472506 0.252687 -3.698057 0.0002 -0.0304 -0.0053
O 0.459616 0.201625 -4.704247 0.0056 -0.0286 -0.0088
C 0.535244 1.540154 -5.180635 0.0368 0.0016 0.0388
O 0.118925 2.385388 -4.110003 0.0079 0.0351 -0.0150
C -0.679203 1.580880 -3.335275 -0.0211 0.0367 0.0052
C -1.529105 1.944534 -2.330567 0.0133 -0.0093 0.0169
H -2.591033 -1.204470 -1.565061 -0.0409 -0.0082 -0.0202
H -0.970210 -1.806103 -3.370029 -0.0048 0.0043 -0.0129
H -0.146862 1.667857 -6.027795 -0.0105 -0.0055 0.0006
H 1.561827 1.773105 -5.447629 -0.0020 0.0100 -0.0203
H -1.723109 2.975589 -2.068970 -0.0044 -0.0006 -0.0039



[2]
66
Properties=species:S:1:pos:R:3:forces:R:3 method="wB97M-V/def2-TZVPD" e_tot_ha=-1851.0897 mol_weight_g_mol=653.83 spin_multiplicity=2 total_charge=-1
Ir -0.783470 0.435053 -0.245889 -0.2671 -0.0912 -0.4540
C -1.612794 3.375835 2.761550 -0.0051 -0.0197 0.0150
C -0.918624 2.229786 2.066190 0.1058 -0.1502 0.0945
O -1.660138 1.377357 1.515893 -0.0743 0.1641 -0.0132
C 0.490740 2.208492 2.093835 -0.0120 0.0366 -0.0887
C 1.358832 1.246865 1.572694 -0.0623 -0.1202 0.1070
C 2.798704 1.343286 2.012214 -0.0091 -0.0032 0.0081
N 0.993362 0.252514 0.750172 0.0769 0.3504 0.1012
N 1.993950 -0.662936 0.611318 0.0295 -0.0203 -0.1480
C 1.918212 -1.717739 -0.094211 -0.1955 0.0809 0.1291
O 0.828933 -2.073062 -0.818946 0.2716 -0.1816 -0.0189
C 3.092860 -2.630970 0.032754 0.0731 -0.0309 0.0021
C 4.028698 -2.387288 1.048166 -0.0372 -0.0308 -0.0219
C 5.139650 -3.193972 1.201455 0.0046 -0.0095 -0.0061
C 5.352851 -4.273305 0.350371 0.0030 -0.0192 -0.0026
C 4.434174 -4.528572 -0.651689 0.0381 -0.0045 0.0153
C 3.317776 -3.715889 -0.804082 0.0672 0.1337 -0.0535
H -2.674249 3.157950 2.851306 0.0012 -0.0079 0.0125
H -1.490389 4.268324 2.143809 -0.0181 0.0099 0.0034
H -1.181252 3.575288 3.742651 0.0102 0.0153 -0.0050
H 0.956124 3.012377 2.647214 0.0039 0.0035 -0.0046
H 2.968797 2.306044 2.489457 0.0050 -0.0100 0.0111
H 3.476148 1.222969 1.169233 -0.0001 0.0095 -0.0089
H 3.030283 0.551841 2.727155 0.0055 0.0039 0.0000
H 3.861544 -1.551867 1.711066 -0.0014 0.0059 -0.0025
H 5.844564 -2.982126 1.995923 0.0036 -0.0004 -0.0019
H 6.224266 -4.904423 0.471326 -0.0010 -0.0024 0.0028
H 4.580840 -5.360672 -1.329582 0.0008 -0.0026 0.0049
H 2.632167 -3.933600 -1.598605 0.0524 0.0993 -0.1022
O -1.406076 4.073939 -1.500704 -0.1123 0.0307 -0.0791
C -1.390113 2.865498 -1.439734 0.0498 -0.0008 -0.1881
O -0.302589 2.162759 -1.226463 0.1096 -0.2051 0.3102
C -2.661024 1.986777 -1.684449 -0.0911 0.1365 0.0608
O -3.606819 2.403857 -2.323116 0.0465 0.1202 0.0129
O -2.578450 0.795234 -1.184389 0.1714 0.0410 0.1900
C 0.597940 -4.720288 -2.106844 -0.0291 -0.0130 -0.0107
Si 0.092939 -2.896212 -2.073733 -0.1409 0.0349 0.0130
C 0.614571 -2.070562 -3.706779 0.0130 0.0536 0.0283
C 2.144654 -2.108470 -3.845053 -0.0160 -0.0863 0.0622
C 0.014107 -2.837585 -4.892428 -0.0333 -0.0021 0.0094
C 0.188963 -0.593410 -3.776038 0.0077 0.0175 -0.0489
C -1.779486 -2.819113 -1.676701 -0.0410 0.0102 -0.1040
C -2.475985 -4.162001 -1.957031 0.0447 -0.0253 0.0445
C -2.505832 -1.769357 -2.527201 0.0402 -0.0469 -0.0856
C -1.993421 -2.496679 -0.196434 0.0143 -0.0263 0.1313
H 1.324155 -4.932840 -2.894513 0.0386 0.0041 0.0102
H -0.269703 -5.349897 -2.292467 -0.0194 -0.0065 -0.0674
H 1.038287 -5.035879 -1.159764 -0.1493 -0.0319 0.0029
H 2.534526 -3.125847 -3.925585 0.0115 -0.0530 0.0612
H 2.648594 -1.611164 -3.014779 0.0106 0.0264 0.0509
H 2.427671 -1.580084 -4.761355 0.0170 -0.0192 -0.0030
H 0.314889 -3.888978 -4.897248 0.0230 -0.0061 -0.0036
H 0.357640 -2.392203 -5.832416 -0.0039 0.0036 -0.0068
H -1.076501 -2.799433 -4.891852 0.0161 -0.0113 -0.0193
H 0.371857 -0.052642 -2.842180 0.0216 0.0103 0.0055
H -0.865963 -0.479869 -4.018281 0.0883 0.0148 -0.0016
H 0.762844 -0.088594 -4.560285 -0.0052 0.0055 -0.0126
H -2.290683 -4.516506 -2.974644 -0.0198 0.0122 -0.0104
H -3.556814 -4.028540 -1.849879 -0.0040 -0.0018 0.0164
H -2.169189 -4.947589 -1.263301 0.0266 -0.0144 0.0021
H -2.524168 -2.063338 -3.579908 -0.0406 -0.0048 0.0254
H -2.072065 -0.777741 -2.444063 -0.1063 -0.1588 0.0242
H -3.539886 -1.671850 -2.185830 -0.0188 -0.0210 -0.0052
H -1.549739 -3.246473 0.464186 -0.0041 -0.0109 -0.0143
H -3.064018 -2.425192 0.013446 0.0021 -0.0079 0.0346
H -1.559919 -1.529598 0.107617 0.0132 0.0232 -0.0107